(1)
{
  "formula": "C33H39BrClN3O5P2Pt",
  "method": "the ωB97M-V functional and the def2-TZVPD basis",
  "species": ["Pt", "C", "P", "C", "N", "C", "C", "C", "C", "C", "C", "N", "C", "P", "C", "C", "C", "C", "C", "C", "C", "C", "C", "H", "H", "H", "H", "H", "H", "H", "H", "H", "H", "H", "H", "H", "H", "H", "H", "H", "H", "H", "H", "H", "H", "H", "H", "H", "H", "H", "H", "Br", "C", "C", "C", "C", "C", "N", "C", "O", "O", "H", "H", "H", "C", "C", "C", "C", "Cl", "C", "C", "C", "O", "C", "C", "O", "O", "H", "H", "H", "H", "H", "H", "H", "H"],
  "coordinates": [[-0.2735, -0.2898, -0.8417], [1.2358, -3.0806, 1.2102], [1.9474, -1.8835, 0.0277], [2.4173, -0.5612, 1.2479], [2.9339, -0.8941, 2.3951], [3.2333, 0.0972, 3.2818], [3.7895, -0.2379, 4.5355], [4.0889, 0.7504, 5.4292], [3.8421, 2.1063, 5.1145], [3.3024, 2.4514, 3.9086], [2.9931, 1.4452, 2.9687], [2.4489, 1.7914, 1.7679], [2.1688, 0.8296, 0.9390], [1.2707, 1.2586, -0.6081], [2.4869, 1.1460, -1.9408], [0.7356, 3.0142, -0.5734], [0.0814, 3.2755, -1.9421], [1.9078, 3.9807, -0.3864], [-0.3212, 3.2076, 0.5129], [3.6198, -2.6851, -0.3467], [4.6203, -1.6353, -0.8394], [4.2288, -3.4346, 0.8380], [3.3479, -3.6777, -1.4842], [1.8712, -3.2389, 2.0791], [1.0692, -4.0279, 0.6935], [0.2742, -2.6897, 1.5361], [3.9614, -1.2840, 4.7522], [4.5156, 0.4978, 6.3910], [4.0801, 2.8714, 5.8416], [3.0942, 3.4800, 3.6452], [3.4155, 1.6527, -1.6817], [2.6697, 0.0949, -2.1372], [2.0612, 1.5700, -2.8488], [0.8109, 3.3243, -2.7510], [-0.4295, 4.2403, -1.8962], [-0.6575, 2.5115, -2.1911], [2.6902, 3.8218, -1.1302], [2.3412, 3.9010, 0.6075], [1.5305, 4.9974, -0.5263], [-0.5641, 4.2717, 0.5752], [-1.2314, 2.6759, 0.2362], [0.0040, 2.8707, 1.4961], [4.7120, -0.7845, -0.1598], [4.3620, -1.2603, -1.8287], [5.6093, -2.0947, -0.9180], [4.3563, -2.7883, 1.7066], [5.2104, -3.8249, 0.5524], [3.6128, -4.2838, 1.1352], [2.9070, -3.1825, -2.3518], [2.6710, -4.4752, -1.1684], [4.2842, -4.1483, -1.7985], [-2.4055, -3.0083, 0.8633], [-2.7002, -2.4461, -0.9068], [-3.8695, -2.8593, -1.5277], [-4.0532, -2.5553, -2.8618], [-3.0433, -1.8991, -3.5449], [-1.9250, -1.5019, -2.8455], [-1.7667, -1.7263, -1.5218], [-0.7985, -0.7928, -3.5787], [-0.7584, -0.8422, -4.7876], [0.0767, -0.2054, -2.8228], [-4.6007, -3.4175, -0.9623], [-4.9634, -2.8512, -3.3668], [-3.0885, -1.6786, -4.6012], [-5.8540, -0.5614, 0.9783], [-5.4653, 0.2945, -0.1949], [-6.4316, 0.8075, -1.0562], [-6.0660, 1.5699, -2.1514], [-7.3038, 2.1800, -3.2129], [-4.7367, 1.8455, -2.4267], [-3.7689, 1.3452, -1.5725], [-4.1313, 0.5849, -0.4678], [-3.1260, 0.0407, 0.2932], [-2.7790, 0.7100, 1.4903], [-1.3433, 0.4021, 1.9240], [-0.9960, 0.8397, 3.0038], [-0.5869, -0.3440, 1.1754], [-6.6607, -1.2429, 0.7056], [-6.2088, 0.0470, 1.8128], [-5.0090, -1.1526, 1.3294], [-7.4792, 0.5999, -0.8778], [-4.4690, 2.4310, -3.2952], [-2.7142, 1.5119, -1.7544], [-3.4313, 0.4116, 2.3167], [-2.8806, 1.7906, 1.3702]],
  "forces_ev_per_angstrom": [[-0.714, -0.016, -0.344], [-0.136, -0.061, 0.017], [0.593, -0.331, 0.155], [-0.045, 0.256, -0.091], [0.042, 0.020, 0.045], [-0.007, -0.060, -0.014], [0.001, 0.002, -0.006], [0.003, -0.020, 0.002], [-0.007, 0.000, -0.006], [0.013, 0.014, 0.016], [-0.030, 0.035, -0.060], [0.040, -0.045, 0.097], [-0.102, -0.058, 0.002], [0.322, 0.063, 0.358], [0.016, 0.047, -0.100], [0.040, 0.081, -0.097], [-0.026, 0.069, 0.031], [-0.023, 0.100, 0.010], [0.011, 0.060, -0.010], [0.056, -0.045, 0.042], [-0.006, 0.035, 0.023], [0.018, -0.007, 0.059], [0.008, -0.020, 0.007], [0.028, 0.055, -0.022], [-0.021, 0.002, 0.020], [0.051, 0.021, 0.002], [0.002, 0.004, 0.013], [-0.005, 0.003, 0.001], [-0.002, 0.004, -0.005], [0.005, 0.001, 0.003], [-0.011, 0.000, 0.034], [0.060, -0.091, -0.001], [0.027, -0.021, 0.028], [-0.013, 0.004, 0.024], [0.011, 0.000, -0.008], [0.010, -0.015, -0.002], [0.004, -0.010, -0.003], [-0.017, -0.010, -0.047], [0.018, 0.012, 0.009], [-0.010, -0.009, 0.009], [-0.038, -0.052, 0.033], [0.030, -0.015, 0.014], [-0.008, -0.031, 0.031], [-0.069, 0.057, -0.042], [-0.010, 0.000, -0.034], [0.008, -0.009, -0.031], [-0.010, -0.010, -0.019], [0.015, 0.001, 0.000], [0.007, 0.008, 0.005], [-0.007, 0.015, 0.001], [-0.004, 0.004, 0.015], [-0.073, 0.029, -0.003], [0.108, 0.004, -0.007], [0.038, -0.032, 0.066], [-0.028, 0.000, -0.060], [-0.006, -0.036, -0.020], [-0.026, 0.007, 0.122], [-0.282, 0.015, -0.234], [0.088, -0.094, 0.049], [-0.070, 0.094, -0.031], [-0.076, -0.057, -0.035], [0.003, 0.002, 0.001], [0.007, -0.002, 0.002], [-0.003, 0.005, 0.001], [-0.010, -0.045, 0.018], [-0.058, -0.001, 0.007], [0.015, -0.016, -0.001], [-0.021, 0.011, -0.016], [0.014, -0.004, 0.011], [0.004, -0.006, 0.002], [-0.046, -0.026, 0.022], [0.093, 0.040, -0.059], [-0.031, -0.082, -0.015], [0.051, 0.069, 0.054], [0.044, -0.010, -0.033], [-0.045, -0.017, 0.015], [0.121, 0.058, 0.020], [-0.010, 0.022, 0.003], [0.019, 0.014, -0.004], [0.001, -0.001, -0.022], [0.004, -0.005, 0.000], [0.001, -0.001, 0.004], [0.023, 0.020, -0.003], [-0.001, -0.041, -0.016], [0.033, 0.048, -0.003]],
  "lowdin_charge": [0.95, -0.28, 1.02, -0.39, 0.15, -0.19, -0.01, -0.07, -0.07, -0.01, -0.20, 0.15, -0.35, 0.87, -0.21, -0.69, -0.09, -0.08, -0.08, -0.72, -0.10, -0.11, -0.11, 0.04, 0.04, -0.03, 0.11, 0.10, 0.10, 0.11, 0.06, 0.02, 0.05, 0.08, 0.09, 0.05, 0.07, 0.06, 0.09, 0.10, 0.06, 0.08, 0.07, 0.07, 0.08, 0.06, 0.08, 0.07, 0.07, 0.07, 0.09, 0.91, -0.70, -0.10, -0.02, 0.02, -0.18, -0.02, -0.58, 0.09, -0.22, 0.11, 0.12, 0.13, -0.02, -0.19, -0.06, -0.66, 0.66, -0.09, 0.01, -0.25, -0.16, -0.10, -0.63, 0.06, -0.28, 0.08, 0.09, 0.06, 0.11, 0.11, 0.10, 0.13, 0.13],
  "mol_weight_g_mol": 930.07,
  "lumo_ev": -0.4
}

(2)
{
  "formula": "C4H14N2O",
  "method": "the ωB97M-V functional and the def2-TZVPD basis",
  "species": ["C", "N", "C", "C", "C", "N", "H", "H", "H", "H", "H", "H", "H", "H", "H", "H", "H", "H", "H", "H", "O"],
  "coordinates": [[0.1318, -0.8467, -1.3852], [-0.4454, -1.5848, -2.5112], [-0.7088, 0.2888, -0.7558], [0.1698, 1.4891, -0.3407], [-0.1371, 2.1143, 0.9987], [-0.2492, 1.1969, 2.1682], [1.0799, -0.4631, -1.7607], [0.4014, -1.6524, -0.6993], [-1.2468, -2.1061, -2.2265], [-0.7317, -1.0281, -3.3182], [-1.4027, -0.1527, -0.0420], [-1.3174, 0.6529, -1.5874], [0.1148, 2.2202, -1.1571], [1.2287, 1.2308, -0.4642], [0.6725, 2.8070, 1.2428], [-1.0628, 2.6939, 1.0402], [0.6621, 1.1630, 2.6097], [-0.6447, 0.3010, 1.9354], [0.7645, -3.1116, 2.6860], [1.3405, -2.1598, 1.5973], [1.3806, -3.0527, 1.9701]],
  "forces_ev_per_angstrom": [[0.069, -0.452, -0.733], [0.016, 0.283, -0.402], [0.485, -0.200, -1.321], [0.012, -0.320, -0.589], [-0.155, -0.011, 1.188], [0.625, 1.003, -0.487], [0.063, 0.271, 0.120], [0.006, 0.303, 0.466], [-0.526, -0.391, 0.187], [0.252, 0.100, 0.500], [0.099, 0.361, 0.415], [-0.317, -0.116, 0.149], [-0.454, 0.271, 0.331], [-0.013, -0.363, 0.779], [-0.160, 0.117, 0.002], [0.024, 0.047, -0.681], [-0.290, -0.726, 0.036], [0.269, -0.210, 0.041], [-0.562, 0.211, 0.543], [-0.152, -0.319, 0.349], [0.709, 0.141, -0.896]],
  "lowdin_charge": [-0.29, -0.02, -0.19, -0.22, -0.28, -0.01, 0.10, 0.10, 0.05, 0.07, 0.10, 0.10, 0.11, 0.10, 0.11, 0.10, 0.06, 0.04, 0.02, 0.02, -0.05],
  "mol_weight_g_mol": 106.17,
  "smiles": "NCCCCN.O",
  "lumo_ev": 0.7
}

(3)
{
  "formula": "C4H4P2",
  "method": "the ωB97M-V functional and the def2-TZVPD basis",
  "species": ["C", "C", "C", "C", "P", "P", "H", "H", "H", "H"],
  "coordinates": [[-1.3893, 0.6515, 0.5948], [1.3328, -1.1719, 0.6829], [-0.3914, 0.3505, -0.2911], [-0.7162, -1.0578, -0.8046], [-2.3460, -0.7612, 0.2132], [0.3895, -2.2496, -0.0133], [-1.6435, 1.5231, 1.2720], [2.2176, -1.2693, 1.3502], [0.1533, 1.0982, -0.8099], [-0.6965, -1.4144, -1.8229]],
  "forces_ev_per_angstrom": [[-0.857, 0.052, 0.849], [1.811, 0.433, 1.570], [-0.190, 0.143, -0.574], [-1.263, 0.706, 1.462], [0.146, -0.504, -0.431], [-0.209, -1.358, -0.092], [0.749, -1.121, -1.149], [-0.704, 0.474, -0.615], [1.084, 0.359, -0.362], [-0.569, 0.816, -0.657]],
  "lowdin_charge": [-0.41, -0.30, -0.35, -0.76, 0.88, 0.76, 0.08, -0.02, 0.08, 0.04],
  "mol_weight_g_mol": 114.02,
  "lumo_ev": [-0.7, -0.8]
}

(4)
{
  "formula": "C33H56GaIN7",
  "method": "the ωB97M-V functional and the def2-TZVPD basis",
  "species": ["C", "C", "C", "I", "Ga", "C", "C", "C", "C", "C", "N", "C", "H", "H", "H", "H", "H", "H", "H", "H", "H", "H", "H", "H", "H", "H", "C", "C", "C", "C", "N", "H", "H", "H", "H", "H", "H", "H", "C", "C", "C", "C", "N", "H", "H", "H", "H", "H", "H", "H", "C", "C", "C", "C", "N", "H", "H", "H", "H", "H", "H", "H", "C", "C", "C", "C", "N", "H", "H", "H", "H", "H", "H", "H", "C", "C", "C", "C", "N", "H", "H", "H", "H", "H", "H", "H", "C", "C", "C", "C", "N", "H", "H", "H", "H", "H", "H", "H"],
  "coordinates": [[0.3261, 2.8004, 2.4413], [-0.1944, 2.7324, 0.9230], [-1.0068, 1.3390, 0.7078], [-2.5261, 0.9679, 2.2339], [0.3401, -0.2034, 0.4231], [-0.0781, -1.3771, -1.2559], [0.5446, -1.4851, 2.0250], [-0.6424, -2.2207, 2.7458], [-0.2719, -3.1900, 3.9124], [1.2263, -3.3286, 4.2474], [2.3259, -2.6607, 3.6406], [1.9610, -1.7940, 2.5679], [-0.5359, 3.1721, 3.0857], [0.6860, 1.7604, 2.7543], [1.2164, 3.5136, 2.4762], [0.7261, 2.6577, 0.2299], [-0.7943, 3.6502, 0.5888], [-1.5721, 1.4738, -0.2902], [1.7924, 0.5006, 0.2105], [-1.2140, -1.5698, -1.2489], [0.2699, -0.8934, -2.2287], [0.4366, -2.3843, -1.0505], [-1.7074, -2.0301, 2.4051], [-1.0619, -3.7881, 4.4759], [1.4832, -4.0651, 5.0947], [2.8268, -1.2449, 2.0437], [-0.0450, 4.5905, -4.6640], [0.7825, 4.8532, -3.4127], [1.5975, 3.6390, -2.9676], [0.7491, 2.5374, -2.5047], [0.0840, 1.6693, -2.1433], [-0.8057, 3.8258, -4.4872], [-0.5571, 5.5030, -4.9736], [0.5897, 4.2606, -5.4923], [0.1224, 5.1828, -2.6065], [1.4711, 5.6796, -3.6191], [2.2608, 3.9412, -2.1510], [2.2382, 3.2970, -3.7859], [-4.7248, 3.4757, -2.0161], [-3.6453, 3.7832, -0.9858], [-3.2839, 5.2676, -0.9206], [-2.6305, 5.7379, -2.1459], [-2.1189, 6.1090, -3.1080], [-4.3847, 3.6980, -3.0312], [-4.9888, 2.4161, -1.9783], [-5.6307, 4.0572, -1.8212], [-2.7554, 3.1852, -1.2060], [-4.0050, 3.4682, -0.0015], [-2.6067, 5.4289, -0.0756], [-4.1802, 5.8636, -0.7256], [1.8322, -8.1239, 4.5671], [2.8729, -8.0477, 5.6778], [2.2550, -7.9332, 7.0721], [1.5553, -6.6600, 7.2672], [1.0057, -5.6612, 7.4205], [1.2423, -7.2058, 4.5075], [2.3228, -8.2667, 3.6015], [1.1489, -8.9628, 4.7264], [3.5415, -7.2020, 5.4886], [3.4865, -8.9536, 5.6417], [3.0506, -8.0167, 7.8194], [1.5680, -8.7659, 7.2477], [-0.4575, -2.6658, -6.6189], [0.6220, -2.3590, -5.5881], [0.9853, -0.8759, -5.5236], [1.6412, -0.4079, -6.7490], [2.1545, -0.0386, -7.7110], [-0.1167, -2.4446, -7.6339], [-0.7234, -3.7251, -6.5807], [-1.3621, -2.0831, -6.4246], [1.5113, -2.9586, -5.8077], [0.2611, -2.6724, -4.6039], [1.6616, -0.7166, -4.6777], [0.0900, -0.2788, -5.3291], [3.8361, 9.1834, -1.7742], [4.7709, 8.0584, -1.3471], [4.2432, 6.6701, -1.7103], [3.0349, 6.3191, -0.9580], [2.0832, 6.0428, -0.3686], [2.8797, 9.1304, -1.2480], [4.2869, 10.1530, -1.5482], [3.6404, 9.1441, -2.8493], [4.9490, 8.1263, -0.2693], [5.7374, 8.2040, -1.8399], [5.0202, 5.9296, -1.4949], [4.0422, 6.6142, -2.7841], [-3.6322, -5.3878, 4.3696], [-4.5163, -5.3823, 3.1289], [-4.6330, -6.7573, 2.4690], [-3.3631, -7.2121, 1.8936], [-2.3673, -7.5725, 1.4441], [-2.5975, -5.6378, 4.1221], [-3.6333, -4.3995, 4.8358], [-3.9946, -6.1101, 5.1067], [-4.1297, -4.6495, 2.4138], [-5.5180, -5.0484, 3.4176], [-5.3815, -6.7036, 1.6720], [-4.9955, -7.4912, 3.1944]],
  "forces_ev_per_angstrom": [[0.006, 0.442, -1.080], [0.201, -1.166, 0.413], [0.486, 1.766, -1.798], [0.056, 0.344, -0.396], [0.282, -0.527, -0.519], [-0.459, -0.635, 0.389], [0.055, -2.779, 3.487], [4.344, -0.797, 1.312], [2.403, 2.239, -2.519], [-1.562, 0.712, -0.955], [-4.274, 0.401, -1.362], [-2.231, -0.473, 0.449], [1.344, -0.593, -0.546], [-0.628, 1.448, -0.324], [-1.226, -0.809, 0.221], [-1.501, 0.084, 1.081], [0.711, -1.095, 0.724], [0.542, -0.444, 1.753], [-0.067, -0.020, 0.137], [1.572, 0.224, -0.375], [-0.560, -0.779, 1.286], [-0.678, 1.345, -0.575], [1.529, -0.369, 0.600], [1.361, 0.939, -0.792], [-0.306, 1.353, -1.409], [-1.406, -0.994, 0.998], [0.043, 0.056, -0.170], [-0.246, 0.111, -0.232], [0.197, 0.292, 0.187], [-0.025, -0.303, -0.041], [0.135, 0.572, -0.479], [0.054, 0.034, -0.002], [0.018, -0.160, 0.044], [0.007, -0.062, 0.044], [0.222, -0.061, -0.038], [0.041, -0.074, 0.116], [-0.127, -0.232, 0.047], [-0.123, -0.149, 0.038], [0.024, -0.047, -0.071], [-0.223, -0.360, -0.102], [0.149, -0.206, 0.313], [-0.028, 0.235, -0.112], [-0.373, -0.003, 0.377], [-0.035, 0.027, 0.042], [0.015, 0.093, -0.018], [0.020, -0.021, -0.033], [-0.012, 0.130, 0.120], [0.192, 0.083, -0.015], [0.041, 0.090, -0.175], [0.080, 0.053, -0.163], [-0.001, 0.077, -0.055], [-0.002, -0.078, -0.425], [0.387, -0.072, 0.015], [-0.195, 0.072, 0.125], [0.145, -0.276, -0.046], [0.022, -0.066, 0.001], [-0.098, 0.034, 0.062], [0.018, 0.044, -0.016], [-0.059, -0.066, 0.134], [-0.009, 0.082, 0.151], [-0.170, 0.122, 0.044], [-0.073, 0.156, -0.007], [0.030, -0.066, -0.091], [-0.260, -0.362, -0.054], [0.154, -0.170, 0.313], [0.004, 0.217, -0.133], [-0.136, -0.155, 0.252], [-0.038, 0.036, 0.044], [-0.017, 0.089, -0.025], [0.047, -0.034, -0.015], [-0.011, 0.137, 0.068], [0.140, 0.176, -0.009], [-0.038, 0.137, -0.133], [0.103, 0.038, -0.087], [-0.030, 0.077, 0.070], [0.013, 0.405, -0.028], [0.363, -0.058, 0.121], [-0.448, -0.177, 0.136], [0.521, 0.225, -0.296], [0.040, -0.035, -0.070], [-0.070, -0.055, -0.037], [-0.013, 0.007, 0.062], [0.002, -0.132, -0.103], [-0.050, -0.151, 0.053], [-0.207, -0.059, 0.013], [-0.138, -0.024, 0.094], [0.075, 0.050, 0.010], [0.106, 0.281, 0.287], [-0.247, 0.259, -0.154], [0.134, -0.215, -0.033], [-0.296, 0.092, 0.144], [-0.072, -0.015, 0.010], [0.043, -0.098, -0.017], [0.026, 0.026, -0.021], [-0.076, -0.138, -0.010], [0.020, -0.093, -0.141], [0.164, -0.130, -0.021], [0.158, -0.031, -0.060]],
  "lowdin_charge": [-0.18, -0.39, -0.80, 0.66, 0.25, -0.27, -0.21, -0.10, -0.07, -0.18, -0.03, -0.18, 0.04, 0.07, 0.07, 0.05, 0.08, -0.01, -0.03, -0.01, -0.05, -0.01, 0.03, 0.05, 0.06, 0.08, -0.14, -0.28, -0.18, -0.18, 0.20, 0.07, 0.05, 0.07, 0.08, 0.10, 0.09, 0.12, -0.11, -0.26, -0.18, -0.19, 0.17, 0.07, 0.07, 0.07, 0.09, 0.10, 0.11, 0.12, -0.11, -0.27, -0.20, -0.23, 0.15, 0.07, 0.08, 0.07, 0.11, 0.10, 0.11, 0.12, -0.12, -0.26, -0.20, -0.24, 0.13, 0.07, 0.07, 0.08, 0.11, 0.11, 0.12, 0.12, -0.11, -0.27, -0.19, -0.23, 0.18, 0.07, 0.07, 0.08, 0.11, 0.11, 0.12, 0.12, -0.11, -0.26, -0.20, -0.24, 0.14, 0.06, 0.07, 0.07, 0.12, 0.11, 0.11, 0.12],
  "mol_weight_g_mol": 747.49,
  "lumo_ev": 2.1,
  "total_charge": -1
}

What calculated total energy values result from the calculations? In sequence: -5657.70500; -345.51861; -837.30575; -3896.64808 Ha.